Molecular formula: CH4BrO3P
Method: DFT, ωB97M-V with the def2-TZVPD basis set

The geometry in XYZ format:
```
10
Properties=species:S:1:pos:R:3
C 1.38 1.07 -1.13
O -1.80 -0.21 -0.31
O -0.48 -1.62 1.11
O 0.21 0.84 0.79
P -0.97 -0.11 1.04
Br 2.79 -0.14 -0.98
H 1.35 2.09 -0.80
H 0.53 0.60 -1.57
H -2.70 -0.49 -0.10
H -0.30 -2.02 1.94
```

Values from the calculation:
2S+1 ... 1
Total charge ... 0
HOMO-LUMO gap (alpha / beta) ... 5.9 / 8.5 eV
Max |F| ... 2.5 eV/A

Molecular formula: CH4BrP
Method: DFT, ωB97M-V with the def2-TZVPD basis set

The geometry in XYZ format:
```
7
Properties=species:S:1:pos:R:3
C 0.33 -0.51 -0.08
P -1.10 0.70 -0.31
Br 2.10 0.17 -0.24
H 0.35 -1.22 0.83
H 0.39 -1.60 -1.34
H -1.53 0.54 1.01
H -0.55 1.92 0.14
```

Values from the calculation:
2S+1 ... 1
Total charge ... 0
HOMO-LUMO gap ... 10.0 eV
Max |F| ... 4.5 eV/A

Molecular formula: CH4Cl2OSi
Method: DFT, ωB97M-V with the def2-TZVPD basis set

The geometry in XYZ format:
```
9
Properties=species:S:1:pos:R:3
C -0.10 -0.22 0.51
O 0.69 0.92 0.31
Si 1.67 1.82 1.22
Cl 1.67 0.88 3.07
Cl 1.54 0.28 -3.37
H 0.01 -0.59 1.53
H 0.19 -1.00 -0.19
H -1.15 0.05 0.34
H 1.15 0.79 -2.26
```

Values from the calculation:
2S+1 ... 1
Total charge ... 0
HOMO-LUMO gap ... 9.6 eV
Max |F| ... 1.0 eV/A

Molecular formula: CH4ClN2O
Method: DFT, ωB97M-V with the def2-TZVPD basis set

The geometry in XYZ format:
```
9
Properties=species:S:1:pos:R:3
C -0.46 -0.16 0.01
N 0.40 0.83 -0.07
N -0.19 -1.44 0.03
O 1.69 0.80 -0.51
Cl -3.36 0.36 0.05
H 0.10 1.84 0.15
H 0.66 -1.64 0.57
H -0.94 -2.12 -0.13
H 2.10 1.53 -0.11
```

Values from the calculation:
2S+1 ... 1
Total charge ... +1
HOMO-LUMO gap (alpha / beta) ... 8.4 / 7.9 eV
Max |F| ... 3.7 eV/A

Molecular formula: CH4ClN2O
Method: DFT, ωB97M-V with the def2-TZVPD basis set

The geometry in XYZ format:
```
9
Properties=species:S:1:pos:R:3
C 0.19 -0.85 -0.23
N 0.66 0.23 -0.74
N -1.28 -0.54 1.07
O 0.18 1.46 -0.29
Cl 0.43 -2.32 -0.81
H 1.41 0.34 -1.53
H -1.52 0.44 1.07
H -0.85 -0.85 1.94
H 0.78 2.09 -0.47
```

Values from the calculation:
2S+1 ... 1
Total charge ... +1
HOMO-LUMO gap ... 10.2 eV
Max |F| ... 6.6 eV/A

Molecular formula: CH4ClN2P
Method: DFT, ωB97M-V with the def2-TZVPD basis set

The geometry in XYZ format:
```
9
Properties=species:S:1:pos:R:3
C -1.38 -0.51 0.28
N -0.24 0.35 0.44
N 2.29 -0.79 -0.27
P 1.23 0.34 -0.31
Cl 2.07 1.86 0.64
H -1.53 -0.69 -0.75
H -2.19 0.01 0.81
H -1.02 -1.48 0.60
H 0.78 0.92 -1.44
```

Values from the calculation:
⟨S²⟩ ... 2.01
2S+1 ... 3
Total charge ... 0
HOMO-LUMO gap (alpha / beta) ... 10.6 / 7.3 eV
Max |F| ... 1.9 eV/A

Molecular formula: CH4ClNO
Method: DFT, ωB97M-V with the def2-TZVPD basis set

The geometry in XYZ format:
```
8
Properties=species:S:1:pos:R:3
O -0.01 1.24 -0.90
C -0.11 0.77 0.17
Cl -0.44 1.85 1.61
H 0.14 -0.14 0.53
N -0.53 -1.74 -0.07
H -0.85 -1.27 -0.95
H -0.21 -2.63 0.29
H 0.17 -1.16 -0.54
```

Values from the calculation:
2S+1 ... 1
Total charge ... 0
Structure (SMILES) ... O=CCl.N
HOMO-LUMO gap ... 10.9 eV
Max |F| ... 5.3 eV/A

Molecular formula: CH4ClNO2S
Method: DFT, ωB97M-V with the def2-TZVPD basis set

The geometry in XYZ format:
```
10
Properties=species:S:1:pos:R:3
C 1.38 1.02 0.92
N -1.57 -1.26 -0.68
O -1.01 0.24 -2.44
O 0.51 0.61 -0.02
S -0.31 -0.77 -1.72
Cl 1.57 -0.42 2.13
H 0.78 1.77 1.64
H 2.42 1.19 0.65
H -2.07 -0.42 -0.54
H -1.69 -1.96 0.04
```

Values from the calculation:
2S+1 ... 1
Total charge ... 0
HOMO-LUMO gap (alpha / beta) ... 7.2 / 7.2 eV
Max |F| ... 3.8 eV/A

Calculated relative energy (zero: lowest compared OMol25 entry of this formula, charge and spin) (eV), listed in the same order as above: 2.524 3.353 3.000 4.500 3.990 0.780 3.531 1.962